Entry from OMol25: C2H5LiO2Tl as an isolated structure at a distorted geometry (ωB97M-V with the def2-TZVPD basis set).

Positions of all 11 atoms, in Å:
H 1.357 2.522 0.836
Tl -1.291 1.789 -2.457
O -1.070 0.661 -0.318
C 0.204 0.332 0.148
C 0.328 -1.203 0.263
O 1.583 -1.656 0.035
Li -2.151 -0.699 0.093
H 0.489 0.791 1.120
H 1.167 0.693 -0.454
H -0.333 -1.787 -0.455
H -0.283 -1.443 1.190

The highest occupied orbital energy (spin up / spin down) comes out at -2.90 / -1.32 eV. The calculation puts the LUMO energy (spin up / spin down) at 2.197 / 2.122 eV. The energy above the lowest of the compared OMol25 structures with the same formula, charge and spin comes out at 44.2 kcal/mol. Its orbital gap (spin up / spin down) is 5.10 / 3.44 eV. The charge is -1.

Here are the Mulliken charges for atoms 1 to 6, given in e: atom 1 (H): 0.0273, atom 2 (Tl): -0.0784, atom 3 (O): -0.8366, atom 4 (C): 0.3223, atom 5 (C): -0.6175, atom 6 (O): -0.8383